Entry 1:
Here is a molecular structure, C27H32Cl2LuN2O4 from OMol25. Energies are from ωB97M-V/def2-TZVPD.

The calculation puts the HOMO energy at -3.15 eV. Its calculated total energy is -3614.53600 a.u. As for the strongest force on any atom: 6.64 eV Å⁻¹. The calculation puts the HOMO-LUMO gap at 0.209 hartree. The charge is -1.

Last column: Löwdin charge in e.
Geometry (Å):
Lu 0.242 -0.076 -0.408  0.977
Cl 2.279 -0.121 -1.783  -0.039
N 0.481 1.973 -0.390  -0.011
N 0.415 -2.130 -0.369  -0.012
C -0.017 2.750 -1.274  -0.352
C -0.077 -2.899 -1.261  -0.353
C 1.434 2.792 0.447  -0.505
C 1.709 3.933 -0.532  -0.072
C 2.700 2.070 0.843  -0.048
C 0.672 3.310 1.661  -0.007
H 3.199 1.647 -0.021  0.027
H 2.476 1.270 1.540  0.057
H 3.369 2.773 1.339  0.090
H -0.195 3.897 1.358  0.092
H 1.325 3.947 2.257  0.088
H 0.332 2.484 2.275  0.068
C 1.325 -2.966 0.499  -0.506
C 1.589 -4.128 -0.458  -0.074
C 0.524 -3.444 1.704  -0.009
C 2.607 -2.279 0.909  -0.049
H 3.126 -1.871 0.048  0.029
H 3.253 -3.001 1.408  0.090
H 2.402 -1.473 1.605  0.054
H -0.353 -4.009 1.390  0.091
H 0.198 -2.601 2.301  0.071
H 1.146 -4.093 2.320  0.088
O 0.423 -4.144 -1.330  0.031
H 1.656 -5.091 0.036  0.127
H 2.463 -3.957 -1.086  0.133
O 0.518 3.978 -1.371  0.031
H 2.558 3.727 -1.182  0.133
H 1.820 4.900 -0.052  0.127
C -1.160 2.434 -2.144  -0.056
C -1.184 -2.569 -2.172  -0.055
C -1.058 -1.268 -2.917  -0.210
H -2.090 -2.521 -1.559  0.142
H -1.314 -3.402 -2.850  0.100
C -0.770 -0.067 -2.261  -0.275
C -1.050 1.141 -2.906  -0.210
H -1.300 -0.057 -0.176  -0.088
C -1.366 1.156 -4.272  -0.236
C -1.474 -0.052 -4.941  -0.042
C -1.607 2.428 -5.033  -0.068
C -1.375 -1.266 -4.283  -0.236
H -1.693 -0.046 -6.002  0.096
C -1.623 -2.529 -5.056  -0.068
H -1.745 -2.307 -6.113  0.065
H -2.530 -3.042 -4.731  0.077
H -0.800 -3.238 -4.967  0.077
H -2.512 2.941 -4.706  0.077
H -1.725 2.216 -6.092  0.065
H -0.781 3.132 -4.934  0.077
H -1.317 3.274 -2.808  0.101
H -2.040 2.373 -1.497  0.140
Cl -2.863 0.750 8.050  0.612
C -1.937 0.520 6.577  -0.664
C -0.560 0.298 6.649  -0.111
C 0.182 0.122 5.478  -0.009
C -0.447 0.162 4.217  -0.137
C -1.835 0.384 4.157  0.000
C -2.573 0.564 5.333  -0.104
C 0.353 -0.005 2.982  -0.531
O 1.649 -0.090 3.106  -0.081
O -0.254 0.003 1.797  -0.243
H -0.061 0.263 7.609  0.096
H 1.249 -0.045 5.563  0.112
H -2.347 0.428 3.205  0.119
H -3.639 0.741 5.275  0.097

Atoms 1-3, force components in eV/Å:
4.928 -0.014 2.939
1.741 -0.039 -1.197
0.746 4.517 0.625

Entry 2:
Here is a molecular structure, C9H13CsN3O6P from OMol25. Energies are from ωB97M-V/def2-TZVPD.

The calculation puts the HOMO energy at -7.74 eV. Its calculated total energy is -1328.09410 a.u. As for the strongest force on any atom: 0.97 eV Å⁻¹. The calculation puts the HOMO-LUMO gap at 0.253 hartree. The charge is 0.

Last column: natural (NBO) charge in e.
Geometry (Å):
Cs 1.347 -0.929 -1.210  0.980
O 5.556 1.355 -1.625  -0.700
C 4.583 0.782 -1.125  0.732
O 4.021 -0.300 -1.476  -0.837
C 3.984 1.499 0.105  0.113
C 4.753 2.467 0.756  -0.206
C 4.232 3.129 1.847  -0.182
C 2.936 2.835 2.254  -0.210
C 2.238 1.874 1.544  0.049
N 2.744 1.205 0.500  -0.446
C 0.820 1.589 1.978  0.770
O 0.306 2.093 2.945  -0.602
O 0.173 0.730 1.179  -0.731
H 5.740 2.668 0.367  0.254
H 4.814 3.875 2.374  0.215
H 2.466 3.329 3.091  0.237
N -3.248 -3.446 -2.669  -0.702
C -3.953 -2.301 -1.989  -0.599
P -2.600 -1.852 -0.802  2.136
O -2.556 -2.990 0.165  -1.149
O -1.457 -1.683 -1.801  -1.204
C -3.091 -0.321 0.044  -0.609
N -2.473 -0.250 1.374  -0.852
H -3.080 -4.170 -1.961  0.453
H -2.306 -3.055 -2.890  0.479
H -3.724 -3.830 -3.479  0.425
H -4.868 -2.673 -1.536  0.231
H -4.156 -1.544 -2.744  0.229
H -4.188 -0.323 0.092  0.203
H -2.782 0.530 -0.567  0.228
H -0.745 0.561 1.498  0.522
H -2.448 -1.184 1.777  0.396
H -3.036 0.329 1.985  0.377

Atoms 1-3, force components in eV/Å:
0.173 -0.037 0.028
-0.120 -0.100 0.042
-0.032 -0.528 -0.282

Entry 3:
Here is CHI2P in the gas phase from OMol25. Energies are from ωB97M-V/def2-TZVPD.

The calculation puts the HOMO energy (alpha / beta) at -7.94 / -8.00 eV. Its calculated total energy is -975.20772 a.u. As for the strongest force on any atom: 1.88 eV Å⁻¹. The calculation puts the HOMO-LUMO gap (alpha / beta) at 0.223 / 0.222 hartree. The charge is 0.

Last column: natural (NBO) charge in e.
Geometry (Å):
C -0.254 -0.708 -1.131  -0.481
P 0.259 0.985 2.381  0.006
I 1.431 -0.719 0.692  0.166
I -1.549 0.696 0.160  0.184
H 0.112 -0.255 -2.101  0.125

Atoms 1-3, force components in eV/Å:
-0.320 -0.799 0.901
0.000 -0.907 -1.643
-0.297 0.623 -0.097

Entry 4:
Here is C2H8N4 in the gas phase from OMol25. Energies are from ωB97M-V/def2-TZVPD.

The calculation puts the HOMO energy at -9.06 eV. Its calculated total energy is -299.98970 a.u. As for the strongest force on any atom: 0.61 eV Å⁻¹. The calculation puts the HOMO-LUMO gap at 0.370 hartree. The charge is 0. As for the SMILES: [H]/N=C(/N)N(C)N.

Last column: natural (NBO) charge in e.
Geometry (Å):
C -0.373 -1.243 -0.685  -0.423
N 0.888 1.705 -0.426  -0.737
C -0.074 1.020 0.020  0.575
N 1.091 -0.699 1.157  -0.653
N -1.339 1.532 0.060  -0.818
N -0.079 -0.362 0.433  -0.337
H 1.778 1.223 -0.475  0.340
H 0.936 -1.594 1.615  0.358
H 1.915 -0.789 0.537  0.320
H -1.974 1.091 0.686  0.392
H -1.399 2.535 -0.018  0.398
H 0.527 -1.495 -1.257  0.172
H -0.810 -2.161 -0.300  0.195
H -1.088 -0.763 -1.346  0.218

Atoms 1-3, force components in eV/Å:
-0.009 -0.264 0.023
0.302 0.409 0.073
0.085 -0.510 0.018

Entry 5:
Here is a molecular structure, C50H47BCl3F4N5OP2S2SiTeY from OMol25. Energies are from ωB97M-V/def2-TZVPD.

The calculation puts the HOMO energy (alpha / beta) at -3.13 / -3.07 eV. The spin multiplicity is 2. Its calculated total energy is -6162.87680 a.u. As for the strongest force on any atom: 4.31 eV Å⁻¹. The calculation puts the HOMO-LUMO gap (alpha / beta) at 0.228 / 0.157 hartree. The charge is -2. Its expectation value of S² is 0.76.

Last column: Löwdin spin population.
Geometry (Å):
Y 0.562 -1.130 1.606  0.048
S -0.518 1.194 4.122  0.000
P 1.301 1.779 3.489  0.004
C 1.799 0.978 2.100  0.023
P 3.397 0.991 1.514  0.003
S 4.979 -0.103 2.206  0.002
C 3.993 2.795 1.554  0.002
C 3.261 3.643 0.693  0.000
C 3.774 4.943 0.508  0.000
C 4.804 5.454 1.234  0.000
C 5.453 4.581 2.183  0.000
C 5.049 3.241 2.296  0.000
C 3.253 0.721 -0.302  0.000
C 4.392 0.327 -0.936  0.000
C 4.325 0.195 -2.312  0.000
C 3.145 0.460 -3.084  0.000
C 1.965 0.750 -2.356  0.000
C 2.036 0.864 -0.973  0.000
C 1.102 3.626 3.200  0.002
C 2.130 4.595 3.451  0.000
C 1.835 5.940 3.158  0.000
C 0.644 6.381 2.532  0.000
C -0.357 5.417 2.395  0.000
C -0.122 4.126 2.764  0.000
C 2.485 1.738 4.905  0.000
C 3.049 0.439 5.144  0.000
C 3.979 0.303 6.189  0.000
C 4.118 1.338 7.071  0.000
C 3.420 2.555 6.953  0.000
C 2.576 2.744 5.909  0.000
H 2.372 3.322 0.104  0.000
H 3.201 5.568 -0.152  0.000
H 5.224 6.456 1.156  0.000
H 6.299 4.897 2.795  0.000
H 5.568 2.526 3.008  0.000
H 5.320 0.068 -0.347  0.000
H 5.229 -0.191 -2.832  0.000
H 3.216 0.424 -4.159  0.000
H 1.045 1.016 -2.817  0.000
H 1.182 1.175 -0.344  0.000
H 3.062 4.242 3.846  0.000
H 2.563 6.629 3.380  0.000
H 0.486 7.475 2.461  0.000
H -1.328 5.867 2.179  0.000
H -0.964 3.422 2.676  0.000
H 2.836 -0.351 4.532  0.000
H 4.493 -0.625 6.325  0.000
H 4.829 1.253 7.926  0.000
H 3.583 3.271 7.807  0.000
H 1.983 3.711 5.858  0.000
F 0.159 -2.478 3.361  0.001
B 1.443 -3.032 3.876  0.000
F 1.454 -3.134 5.245  0.000
F 1.704 -4.338 3.297  0.000
F 2.361 -2.087 3.362  0.000
N -3.804 0.498 4.651  0.000
C -4.673 0.033 3.719  0.000
N -5.985 0.155 3.914  0.000
N -4.348 -0.460 2.534  0.000
C -3.110 -0.556 2.088  0.000
N -2.022 -0.785 1.814  0.001
H -4.188 0.771 5.508  0.000
H -2.869 0.643 4.438  0.000
H -6.322 0.517 4.784  0.000
H -6.595 -0.066 3.147  0.000
Cl -9.029 0.413 5.646  0.000
Si -9.466 -1.441 4.343  0.000
Cl -8.701 -0.778 2.301  0.000
Cl -11.469 -1.009 3.962  0.000
C -1.286 -5.138 -6.929  0.000
C -1.292 -4.211 -5.735  0.000
C -1.447 -4.648 -4.454  0.000
C -1.676 -3.784 -3.453  0.000
C -1.796 -4.261 -2.022  0.001
C -1.713 -2.404 -3.743  0.000
Te -2.178 -1.077 -2.218  0.010
N 0.253 -1.834 -0.556  0.648
C 1.398 -2.258 -0.507  0.089
O 2.126 -2.165 0.587  0.086
C 2.186 -2.612 -1.718  0.046
C 3.462 -2.878 -1.342  0.006
C 4.300 -3.205 -2.437  0.005
C 3.797 -3.103 -3.730  -0.003
C 2.521 -2.678 -4.050  0.001
C 1.661 -2.492 -2.944  0.008
C -3.998 -0.420 -3.109  0.009
C -4.164 0.988 -3.363  0.000
C -5.360 1.452 -3.943  0.000
C -6.373 0.549 -4.290  0.000
C -6.149 -0.802 -4.110  0.001
C -4.972 -1.300 -3.503  0.001
C -4.914 -2.774 -3.257  0.000
C -1.347 -1.901 -4.951  0.000
C -1.241 -0.423 -5.377  0.000
C -1.173 -2.846 -5.993  0.000
H -2.254 -5.630 -7.080  0.000
H -0.469 -5.838 -6.807  0.000
H -1.110 -4.484 -7.757  0.000
H -1.473 -5.678 -4.160  0.000
H -2.900 -4.362 -1.912  0.000
H -1.317 -3.576 -1.241  0.000
H -1.466 -5.319 -1.965  0.000
H 3.610 -2.856 -0.309  0.002
H 5.303 -3.569 -2.297  0.001
H 4.518 -3.319 -4.521  0.000
H 2.155 -2.466 -5.045  0.000
H 0.615 -2.062 -2.937  0.006
H -3.362 1.700 -3.277  0.000
H -5.516 2.478 -4.149  0.000
H -7.291 0.927 -4.677  0.000
H -6.920 -1.556 -4.449  0.000
H -4.538 -2.931 -2.176  0.000
H -4.215 -3.263 -3.904  0.000
H -5.955 -3.152 -3.347  0.000
H -0.704 -0.251 -6.348  0.000
H -0.710 0.146 -4.578  0.000
H -2.257 0.036 -5.519  0.000
H -0.937 -2.656 -7.006  0.000

Atoms 1-3, force components in eV/Å:
-0.580 2.702 3.207
0.455 -0.448 -0.086
-0.644 1.264 0.492